Record 1
{"formula": "C3H3LuO3", "method": "ωB97M-V/def2-TZVPD", "gap_ev": [7.2, 6.7], "homo_energy_ev": [-22.193, -22.519], "relative_energy_ev": 1.725, "e_lumo_ev": [-14.998, -15.845], "total_charge": 3, "spin_multiplicity": 2, "total_energy_ha": -1575.87635, "species": ["O", "O", "C", "Lu", "O", "C", "H", "C", "H", "H"], "coordinates": [[-0.6214, -1.3665, 0.4390], [-1.0149, -3.6271, 0.7584], [-0.7335, -2.5316, 0.6078], [-0.6300, 4.7865, 1.2110], [-0.8120, 1.6495, 0.1434], [-0.0865, 1.0728, -0.5650], [1.2612, 1.1534, -0.7751], [0.6461, -0.1894, -0.5386], [1.4175, -0.2687, 0.2397], [0.5734, -0.6790, -1.5204]], "nbo_charge": [-0.594, -0.311, 1.080, 1.978, -0.439, 0.627, 0.232, -0.264, 0.348, 0.343]}


Record 2
{"formula": "C3H3MnO", "method": "ωB97M-V/def2-TZVPD", "gap_ev": [8.4, 9.5], "homo_energy_ev": [-19.912, -21.634], "relative_energy_ev": 0.000, "e_lumo_ev": [-11.534, -12.140], "total_charge": 2, "spin_multiplicity": 7, "total_energy_ha": -1341.45656, "species": ["H", "O", "C", "C", "C", "H", "H", "Mn"], "coordinates": [[2.1756, -0.5837, -1.4321], [0.5774, -1.0093, -0.0521], [1.8336, -0.2518, -0.4433], [0.9591, 0.9494, -0.3829], [-0.1383, 0.0943, -0.0391], [2.6080, -0.3592, 0.3252], [1.1144, 2.0253, -0.3950], [-2.0891, 0.2141, 0.6426]], "nbo_charge": [0.289, -0.285, -0.134, 0.022, -0.152, 0.287, 0.276, 1.696]}


Record 3
{"formula": "C3H3N2", "method": "ωB97M-V/def2-TZVPD", "gap_ev": [8.3, 8.3], "homo_energy_ev": [-15.177, -15.175], "relative_energy_ev": 3.860, "e_lumo_ev": [-6.922, -6.921], "total_charge": 1, "smiles": "N#CC#C[NH3+]", "spin_multiplicity": 1, "total_energy_ha": -225.11600, "species": ["N", "C", "C", "C", "N", "H", "H", "H"], "coordinates": [[-3.5838, -0.4284, 0.0213], [-2.5364, 0.0141, 0.0594], [-1.2331, 0.3216, -0.1620], [0.1371, -0.2727, 0.0739], [1.4941, 0.0476, 0.0391], [2.0181, 0.0608, 0.9450], [1.7383, 0.9287, -0.3858], [1.9658, -0.6717, -0.5910]], "nbo_charge": [-0.034, 0.082, 0.125, 0.144, -0.751, 0.482, 0.471, 0.480]}


Record 4
{"formula": "C3H3N2O", "method": "ωB97M-V/def2-TZVPD", "gap_ev": [7.8, 7.8], "homo_energy_ev": [-14.967, -14.966], "relative_energy_ev": 6.223, "e_lumo_ev": [-7.187, -7.187], "total_charge": 1, "smiles": "CC#[N+]C1=NO1", "spin_multiplicity": 1, "total_energy_ha": -300.34069, "species": ["C", "C", "N", "C", "N", "O", "H", "H", "H"], "coordinates": [[1.5908, -0.0350, -0.0121], [0.2786, -0.4450, -0.0282], [-0.7913, -0.9618, 0.0891], [-1.8962, -0.2052, 0.0039], [-3.1329, 0.0989, -0.0384], [-1.7759, 1.0894, -0.0831], [2.0415, -0.2819, 0.9984], [1.5495, 1.2268, 0.0064], [2.1359, -0.4862, -0.9359]], "nbo_charge": [-0.841, 0.831, -0.320, 0.536, 0.062, -0.391, 0.364, 0.396, 0.363]}


Record 5
{"formula": "C3H3N2O", "method": "ωB97M-V/def2-TZVPD", "gap_ev": 8.1, "homo_energy_ev": -17.594, "relative_energy_ev": 8.224, "e_lumo_ev": -9.451, "total_charge": 1, "spin_multiplicity": 1, "total_energy_ha": -300.26716, "species": ["C", "C", "C", "N", "N", "O", "H", "H", "H"], "coordinates": [[-0.3220, 1.6064, -0.6474], [-0.0206, -0.1112, 0.2295], [0.6046, -1.1665, -0.4527], [-0.5624, 0.3027, 1.2261], [-0.8968, 2.1901, 0.2404], [-1.1031, 1.5719, 1.3674], [0.6103, -1.0127, -1.5399], [0.0388, -2.0934, -0.2783], [1.6512, -1.2874, -0.1451]], "nbo_charge": [0.482, 0.510, -0.765, -0.021, -0.158, -0.028, 0.331, 0.331, 0.318]}


Record 6
{"formula": "C3H3N2O", "method": "ωB97M-V/def2-TZVPD", "gap_ev": 8.7, "homo_energy_ev": -16.793, "relative_energy_ev": 1.117, "e_lumo_ev": -8.046, "total_charge": 1, "smiles": "O=C1C=NC=[NH+]1", "spin_multiplicity": 1, "total_energy_ha": -300.52834, "species": ["O", "C", "C", "N", "C", "N", "H", "H", "H"], "coordinates": [[2.0242, 1.3778, -0.8415], [1.0913, 0.9024, -0.2888], [0.7991, 0.6012, 1.1554], [-0.1447, -0.2546, 1.3028], [-0.6897, -0.4641, 0.0114], [0.0551, 0.0833, -0.9436], [1.3486, 0.9815, 1.9044], [-1.4438, -1.1152, -0.2847], [-0.4050, 0.1065, -1.8238]], "nbo_charge": [-0.293, 0.595, 0.158, -0.353, 0.455, -0.522, 0.245, 0.250, 0.464]}